*P*
Here is C4H4 in the gas phase from the Open Molecules 2025 dataset. Energies are from ωB97M-V with the def2-TZVPD basis set.

Last column: Löwdin charge in e.
Positions of all 8 atoms, in Å:
1 C 0.244 0.562 -0.402  -0.170
2 C 1.687 -1.088 0.887  0.177
3 C -0.806 -0.272 0.164  -0.140
4 C 0.598 -0.475 0.633  -0.419
5 H -1.337 -0.982 -0.553  0.136
6 H 0.581 0.533 -1.607  0.173
7 H 0.479 1.642 -0.153  0.115
8 H -1.445 0.078 1.030  0.128

Calculated values
- HOMO (eV) = -9.955
- 2S+1 = 1
- orbital gap (eV) = 9.914
- charge = 0



*Q*
Here is 2 unconnected molecules or ions with the total composition C4H4 from the Open Molecules 2025 dataset. Energies are from ωB97M-V with the def2-TZVPD basis set.

Last column: Löwdin charge in e.
Positions of all 8 atoms, in Å:
1 C -1.260 0.334 -0.210  -0.057
2 C 1.695 -0.239 0.318  -0.053
3 C 2.817 0.106 0.097  -0.084
4 C -0.533 -0.245 0.687  0.029
5 H -0.639 -0.792 1.592  0.041
6 H -2.340 0.349 -0.106  0.070
7 H -0.860 0.824 -1.081  0.067
8 H 3.840 0.259 -0.109  -0.013

Calculated values
- HOMO (eV) = -9.872
- 2S+1 = 1
- orbital gap (eV) = 9.847
- charge = 0



The data favor *P*; the next most stable structure lies 50.2 kJ/mol above it.



*P*
Here is 2 unconnected molecules or ions with the total composition CH7NS2 from the Open Molecules 2025 dataset. Energies are from ωB97M-V with the def2-TZVPD basis set.

Last column: Löwdin charge in e.
Positions of all 11 atoms, in Å:
1 S -2.549 -0.555 0.160  0.227
2 S -1.917 1.163 -1.047  0.241
3 N 1.788 0.012 -0.660  -0.084
4 C 1.119 -0.774 0.396  -0.204
5 H 1.168 0.190 -1.426  0.020
6 H 2.091 0.917 -0.297  0.054
7 H 0.420 -0.021 0.929  0.067
8 H 1.761 -1.190 1.104  0.034
9 H 0.733 -1.635 -0.118  0.061
10 H -1.236 1.845 -0.126  -0.226
11 H -3.378 0.048 1.084  -0.191

Calculated values
- HOMO (eV) = -8.913
- 2S+1 = 1
- orbital gap (eV) = 8.659
- charge = 0



*Q*
Here is 2 unconnected molecules or ions with the total composition CH7NS2 from the Open Molecules 2025 dataset. Energies are from ωB97M-V with the def2-TZVPD basis set.

Last column: Löwdin charge in e.
Positions of all 11 atoms, in Å:
1 S -3.679 2.328 -0.388  0.220
2 S -4.024 0.269 -0.526  0.208
3 N 2.464 -0.130 -0.442  -0.090
4 C 1.791 -1.148 0.389  -0.167
5 H 3.085 -0.391 -1.182  0.041
6 H -2.870 -0.157 0.065  -0.204
7 H 1.952 -0.823 1.413  0.068
8 H 2.704 0.770 -0.098  0.034
9 H -4.639 2.618 0.486  -0.224
10 H 0.791 -1.311 0.008  0.054
11 H 2.425 -2.024 0.275  0.063

Calculated values
- HOMO (eV) = -8.705
- 2S+1 = 1
- orbital gap (eV) = 9.002
- charge = 0



The data favor *Q*; the next most stable structure lies 9.0 kJ/mol above it.



*P*
Here is C3H3Br2NO2 in the gas phase from the Open Molecules 2025 dataset. Energies are from ωB97M-V with the def2-TZVPD basis set.

Last column: Löwdin charge in e.
Positions of all 11 atoms, in Å:
1 Br 3.753 -1.450 0.903  -0.221
2 Br 1.924 -0.015 -0.744  0.885
3 O -1.003 -1.005 -1.225  -0.066
4 O -0.832 -0.938 1.023  0.012
5 N 0.364 2.998 0.741  0.212
6 C 0.277 0.709 -0.360  -0.524
7 C -0.970 -0.118 -0.092  -0.471
8 C 0.340 1.948 0.264  -0.294
9 H -1.940 0.458 0.123  0.193
10 H -1.864 -1.081 -1.776  0.155
11 H -0.047 -1.507 1.142  0.118

Calculated values
- HOMO (spin up / spin down) (eV) = -9.231 / -9.241
- 2S+1 = 1
- orbital gap (spin up / spin down) (eV) = 5.531 / 5.550
- charge = 0



*Q*
Here is 2 unconnected molecules or ions with the total composition C3H3Br2NO2 from the Open Molecules 2025 dataset. Energies are from ωB97M-V with the def2-TZVPD basis set.

Last column: Löwdin charge in e.
Positions of all 11 atoms, in Å:
1 Br -1.588 1.089 2.477  0.656
2 Br -0.471 -2.078 0.766  0.684
3 O -0.266 2.270 0.351  0.086
4 O -1.753 0.712 -0.238  0.029
5 N 1.700 -0.708 -2.065  0.186
6 C -1.068 1.446 0.584  -0.970
7 C 1.358 -0.783 -0.911  -0.291
8 C 0.795 -0.740 0.260  -0.587
9 H 1.091 -0.071 1.045  0.050
10 H 2.515 -1.165 -2.439  0.080
11 H -2.313 0.027 0.169  0.078

Calculated values
- HOMO (eV) = -9.104
- 2S+1 = 1
- orbital gap (eV) = 9.263
- charge = 0



The data favor *Q*; the next most stable structure lies 252.7 kJ/mol above it.



*P*
Here is 2 unconnected molecules or ions with the total composition C2H3FO2 from the Open Molecules 2025 dataset. Energies are from ωB97M-V with the def2-TZVPD basis set.

Last column: Löwdin charge in e.
Positions of all 8 atoms, in Å:
1 F 0.819 -1.544 -0.365  0.133
2 O -1.401 0.438 -0.944  -0.084
3 O 1.415 1.064 -0.479  0.113
4 C 0.669 0.673 0.338  -0.355
5 C 0.255 -0.681 0.410  -0.070
6 H 0.260 1.350 1.110  0.133
7 H -1.900 -0.242 -1.414  0.003
8 H -0.118 -1.057 1.345  0.127

Calculated values
- HOMO (spin up / spin down) (eV) = -9.912 / -10.406
- 2S+1 = 1
- orbital gap (spin up / spin down) (eV) = 8.152 / 8.931
- charge = 0



*Q*
Here is C2H3FO2 in the gas phase from the Open Molecules 2025 dataset. Energies are from ωB97M-V with the def2-TZVPD basis set.

Last column: Löwdin charge in e.
Positions of all 8 atoms, in Å:
1 F -1.680 -1.218 0.427  0.003
2 O -1.770 0.949 -0.420  0.005
3 O -0.757 1.530 0.509  -0.039
4 C 0.080 0.399 0.314  -0.152
5 C -0.986 -0.306 -0.407  -0.262
6 H -0.993 -0.640 -1.414  0.143
7 H 0.929 0.592 -0.447  0.146
8 H 0.607 -0.100 1.207  0.157

Calculated values
- HOMO (eV) = -10.320
- 2S+1 = 1
- orbital gap (eV) = 11.221
- charge = 0



*R*
Here is 2 unconnected molecules or ions with the total composition C2H3FO2 from the Open Molecules 2025 dataset. Energies are from ωB97M-V with the def2-TZVPD basis set.

Last column: Löwdin charge in e.
Positions of all 8 atoms, in Å:
1 F -2.045 -1.474 -0.254  -0.111
2 O -2.120 -0.283 0.449  0.006
3 O 2.358 -1.333 -0.014  0.170
4 C 1.026 0.725 0.017  -0.008
5 C 1.729 -0.356 0.001  -0.281
6 H -2.411 0.340 -0.239  0.101
7 H 0.596 1.109 -0.888  0.060
8 H 0.867 1.271 0.929  0.064

Calculated values
- HOMO (eV) = -9.334
- 2S+1 = 1
- orbital gap (eV) = 9.968
- charge = 0



The data favor *Q*; the next most stable structure lies 27.1 kJ/mol above it.



*P*
Here is 3 unconnected molecules or ions with the total composition C2H6FN from the Open Molecules 2025 dataset. Energies are from ωB97M-V with the def2-TZVPD basis set.

Last column: Löwdin charge in e.
Positions of all 10 atoms, in Å:
1 F 1.436 0.218 -0.058  0.022
2 N -0.528 1.315 -0.309  0.083
3 C 0.221 0.624 1.869  -0.031
4 C 0.223 0.569 0.471  -0.474
5 H -2.561 1.935 0.205  -0.009
6 H 1.179 0.564 2.255  0.068
7 H -2.909 2.683 -0.146  0.011
8 H -0.358 1.556 1.955  0.108
9 H -0.282 1.376 -1.377  0.112
10 H -0.206 -0.272 2.361  0.110

Calculated values
- HOMO (eV) = -10.254
- 2S+1 = 1
- orbital gap (eV) = 11.062
- charge = 0



*Q*
Here is a molecular structure, C2H6FN from the Open Molecules 2025 dataset. Energies are from ωB97M-V with the def2-TZVPD basis set.

Last column: Löwdin charge in e.
Positions of all 10 atoms, in Å:
1 F 0.311 -1.114 2.073  -0.104
2 N 0.846 -0.314 1.161  -0.131
3 C -0.279 0.606 -1.017  -0.113
4 C 0.065 -0.496 -0.065  -0.344
5 H -1.012 1.229 -0.502  0.063
6 H -0.861 0.207 -1.876  0.086
7 H 0.652 0.949 1.613  0.231
8 H 0.499 -1.345 -0.509  0.086
9 H -0.935 -0.859 0.354  0.125
10 H 0.713 1.137 -1.231  0.101

Calculated values
- HOMO (eV) = -9.392
- 2S+1 = 1
- orbital gap (eV) = 10.387
- charge = 0



The data favor *P*; the next most stable structure lies 138.2 kJ/mol above it.



*P*
Here is C2H6FN in the gas phase from the Open Molecules 2025 dataset. Energies are from ωB97M-V with the def2-TZVPD basis set.

Last column: Löwdin charge in e.
Positions of all 10 atoms, in Å:
1 F -0.436 0.759 1.408  -0.043
2 N -0.553 0.987 -0.774  0.040
3 C 0.322 -1.117 0.153  -0.027
4 C 0.333 0.399 0.302  -0.378
5 H 1.272 -1.547 -0.306  0.109
6 H -0.565 1.978 -0.920  0.052
7 H -0.313 -1.453 -0.554  0.029
8 H 1.245 0.846 0.181  0.104
9 H -1.505 0.715 -0.557  0.066
10 H 0.200 -1.568 1.068  0.048

Calculated values
- HOMO (eV) = -9.567
- 2S+1 = 1
- orbital gap (eV) = 10.800
- charge = 0



*Q*
Here is 2 unconnected molecules or ions with the total composition C2H6FN from the Open Molecules 2025 dataset. Energies are from ωB97M-V with the def2-TZVPD basis set.

Last column: Löwdin charge in e.
Positions of all 10 atoms, in Å:
1 F -2.493 0.031 0.100  -0.139
2 N -1.138 -0.356 -0.259  0.036
3 C 1.028 -0.025 -0.295  -0.150
4 C -0.252 0.641 0.133  -0.359
5 H 1.074 -0.158 -1.462  0.119
6 H 1.835 0.634 0.096  0.082
7 H -0.389 -2.386 0.916  0.110
8 H -0.494 0.959 1.181  0.129
9 H -0.406 1.686 -0.409  0.161
10 H 1.237 -1.026 -0.001  0.011

Calculated values
- HOMO (spin up / spin down) (eV) = -10.369 / -10.132
- 2S+1 = 1
- orbital gap (spin up / spin down) (eV) = 9.704 / 10.087
- charge = 0



The data favor *P*; the next most stable structure lies 574.1 kJ/mol above it.